# 1
This record from OMol25 describes a structure of composition C15H25GaN at a distorted geometry. The level of theory is ωB97M-V with the def2-TZVPD basis set.

For the LUMO energy, the calculation gives 2.5 eV. Its net charge is -1.

```
42
Properties=species:S:1:pos:R:3:forces:R:3:mulliken_charge:R:1
C 2.2854 0.7841 0.6164 0.1713 -0.2351 -0.9804 -0.514
C 1.9420 1.6053 -0.7849 0.0074 -0.4017 0.2046 0.303
C 1.2463 0.5311 -1.8092 1.0223 -1.0131 0.0675 -1.065
C 1.0634 2.9573 -0.4898 -0.0249 -0.0917 0.7313 -0.626
C -0.4852 2.9137 -1.0254 0.3825 1.7827 -0.1890 -0.746
Ga -1.5736 1.7718 0.3266 0.3617 -0.3835 -0.3475 0.076
C -3.5558 1.5133 -0.2085 -5.3151 -0.5677 -0.8516 0.158
C -4.6304 1.2743 1.0435 -2.1604 -0.2108 -3.4370 -0.389
C -6.2506 1.0068 0.8141 3.3332 0.6573 -3.8715 -0.383
C -6.7654 0.9977 -0.7658 3.0537 0.6133 0.8183 -0.309
C -5.7519 1.2679 -2.0346 1.4918 -0.1425 3.9762 -0.367
C -4.1511 1.5132 -1.7462 -3.0326 -0.6900 3.1811 -0.188
H 2.6869 -0.2832 0.3005 -0.7922 2.0675 0.7151 -0.272
H 3.1585 1.3109 1.1923 -1.8164 -0.8472 -0.8611 0.305
H 1.3091 0.6290 1.2603 2.0875 0.4142 -1.3030 0.238
H 2.9575 1.9455 -1.2642 -1.8156 -0.6956 0.8770 0.298
H 0.5567 -0.2339 -1.2110 1.1900 2.0132 -1.4063 0.147
H 2.1353 -0.1410 -2.2373 -1.7216 1.3490 0.8006 0.309
H 0.7232 0.9990 -2.7455 0.8348 -0.8267 1.9978 0.288
H 1.6817 3.8986 -0.8453 -1.2550 -1.7874 0.4559 0.287
H 0.9998 3.0591 0.6980 0.1425 -0.1160 -2.4544 0.165
H -0.8966 4.0309 -0.9413 0.8518 -2.1789 -0.2793 0.301
H -0.6187 2.6091 -2.1470 0.5224 0.5609 1.9935 0.274
H -1.4389 2.3167 1.8527 -0.1809 0.1827 -0.2717 -0.291
H -0.8824 0.2995 0.3444 -0.2496 0.0898 -0.0116 -0.174
H -4.2285 1.2933 2.1444 -0.7640 -0.0253 -2.4069 0.202
H -6.9992 0.8050 1.7057 1.7111 0.4875 -2.1129 0.245
H -7.9171 0.8016 -0.9566 2.6797 0.4785 0.3067 0.213
H -6.1648 1.2659 -3.1428 0.8564 -0.0183 2.6136 0.227
H -3.4306 1.6913 -2.6525 -1.5245 -0.3768 1.9874 0.244
C 4.5776 -3.7022 2.2100 0.0903 -0.0098 0.1236 -1.150
C 3.8831 -4.4500 1.0763 0.1709 -0.1094 0.2935 -0.427
C 3.0558 -3.5304 0.1761 -0.8422 0.3311 0.7555 -0.292
C 1.9698 -2.8516 0.9948 -6.2218 3.9027 4.3472 0.189
N 1.0689 -2.2885 1.6741 7.2218 -4.6381 -5.3021 -0.474
H 3.8561 -3.2314 2.8854 0.0546 -0.0067 -0.1695 0.358
H 5.1789 -4.3936 2.8089 -0.0242 0.0963 -0.0886 0.330
H 5.2420 -2.9238 1.8177 -0.0978 -0.0773 0.0789 0.302
H 3.2394 -5.2272 1.5061 0.0382 0.1125 -0.1696 0.292
H 4.6405 -4.9583 0.4695 -0.1509 0.0549 -0.0527 0.303
H 2.5903 -4.1108 -0.6275 -0.0860 0.2274 0.1300 0.323
H 3.6926 -2.7660 -0.2823 -0.2001 0.0283 0.1115 0.290
```
Positions in Å, forces in eV/Å.

# 2
This record from OMol25 describes the ion C15H25N2O4 with charge +1 at a distorted geometry. The level of theory is ωB97M-V with the def2-TZVPD basis set.

For the LUMO energy, the calculation gives -3.7 eV. Its net charge is +1. As for the SMILES: CCCC[NH2+]CCOCCOc1ccc(C)cc1[N+](=O)[O-].

```
46
Properties=species:S:1:pos:R:3:forces:R:3:mulliken_charge:R:1
C -2.0739 4.0015 4.7135 -0.0955 -0.2009 -0.0590 -1.332
C -2.2095 2.6384 4.0474 0.2410 0.1271 -0.0422 -0.450
C -0.9340 2.2583 3.2920 -0.2314 -0.2167 0.0451 -0.383
C -1.0738 0.8859 2.6445 -0.3719 0.3975 0.4004 -0.897
N 0.0666 0.5499 1.7630 -0.0046 -0.3359 -0.4915 0.188
C 1.3626 0.3135 2.4319 0.7875 -0.0064 -0.0918 -0.836
C 2.3725 -0.0832 1.3623 0.0040 -0.0684 0.0469 -0.422
O 2.4201 0.9770 0.4187 -0.3054 0.0789 0.2404 -0.328
C 3.1899 0.6902 -0.7306 -0.1440 -0.2148 -0.4740 -0.972
C 2.3324 0.3182 -1.9517 0.2520 0.3788 0.0861 -0.436
O 1.3694 -0.6469 -1.5571 0.2525 -0.0214 -0.0679 -0.186
C 0.6411 -1.3037 -2.4796 -0.3770 -0.1323 0.1872 1.461
C 0.9169 -1.3298 -3.8476 0.1732 0.1145 0.1655 -0.817
C 0.1309 -2.0521 -4.7209 -0.1873 -0.0587 0.2622 -0.873
C -0.9891 -2.7709 -4.2914 0.1730 0.1573 0.1768 0.585
C -1.8087 -3.5529 -5.2625 -0.0077 -0.0747 -0.1053 -1.524
C -1.3001 -2.7218 -2.9496 0.1229 0.0908 0.0985 -0.635
C -0.5093 -2.0036 -2.0462 0.5896 -0.0164 -1.3479 -0.005
N -0.9481 -1.9412 -0.7103 -0.6850 0.2086 1.0971 0.890
O -0.1552 -1.5485 0.1565 0.0807 -0.4445 0.0201 -0.735
O -2.0927 -2.2298 -0.4429 0.0169 -0.0727 -0.0633 -0.592
H -1.8815 4.7745 3.9734 0.0256 0.1206 -0.0471 0.342
H -2.9891 4.2545 5.2401 -0.0531 0.0944 0.0732 0.387
H -1.2571 4.0001 5.4308 0.0851 0.0507 0.0909 0.344
H -2.4183 1.8826 4.8061 -0.0724 -0.0808 -0.0084 0.348
H -3.0516 2.6557 3.3534 -0.0576 -0.0873 -0.0149 0.344
H -0.0994 2.2663 3.9939 0.1012 0.0425 -0.0227 0.363
H -0.7402 3.0097 2.5229 0.0860 0.0579 -0.0532 0.341
H -1.1524 0.1097 3.4080 0.0391 -0.0538 -0.1283 0.311
H -1.9843 0.8604 2.0413 0.1276 -0.1056 -0.0541 0.421
H -0.1449 -0.3218 1.1994 -0.1030 0.6342 0.2666 0.226
H 0.2342 1.2998 1.0808 -0.1176 -0.1775 0.0557 0.410
H 1.6889 1.2293 2.9265 -0.1328 -0.0650 0.0081 0.420
H 1.2554 -0.4860 3.1649 -0.0978 0.0547 -0.0251 0.383
H 3.3595 -0.2329 1.8182 -0.1429 -0.0039 0.0150 0.481
H 2.0538 -1.0118 0.8756 0.0978 0.0683 0.0485 0.323
H 3.7551 1.5930 -0.9789 0.0114 -0.1472 -0.0234 0.394
H 3.8944 -0.1185 -0.5164 0.0069 0.0408 0.0005 0.409
H 1.8104 1.2028 -2.3363 0.0540 -0.1037 -0.0147 0.433
H 3.0033 -0.0697 -2.7237 -0.0323 0.0520 0.0283 0.391
H 1.7610 -0.7866 -4.2390 0.0817 0.0582 0.0041 0.301
H 0.3892 -2.0604 -5.7691 0.0465 0.0198 -0.1246 0.431
H -2.1252 -2.9193 -6.0886 -0.0813 -0.0042 -0.0641 0.372
H -2.6881 -3.9726 -4.7838 -0.0809 -0.0504 -0.0259 0.347
H -1.2181 -4.3670 -5.6800 -0.0337 -0.0893 -0.0494 0.341
H -2.1630 -3.2406 -2.5591 -0.0407 -0.0154 -0.0185 0.437
```
Positions in Å, forces in eV/Å.

# 3
This record from OMol25 describes a structure of composition C15H25N5O10P3RuS at a distorted geometry. The level of theory is ωB97M-V with the def2-TZVPD basis set.

For the LUMO energy (spin up / spin down), the calculation gives -0.6 / -0.6 eV. The expectation value of S² is 1.068. As for the multiplicity: 2.

```
60
Properties=species:S:1:pos:R:3:forces:R:3:mulliken_charge:R:1
Ru 0.4392 0.1716 -1.2332 -1.0191 0.7641 -0.3288 0.246
O -0.6425 2.2577 -1.1477 0.3176 0.1095 -0.1612 -0.447
C -1.4326 2.4702 -2.0695 -0.2234 -0.3335 0.1433 -0.300
C -2.4209 1.5428 -2.5602 0.0471 0.1749 -0.1333 0.677
C -3.3919 2.0592 -3.4325 0.0460 -0.2250 0.0755 -0.647
C -4.4275 1.2636 -3.8436 -0.0251 0.1313 -0.0782 -0.430
C -4.5347 -0.0695 -3.4208 0.0619 -0.0112 0.0696 -0.515
C -3.5864 -0.5972 -2.5924 -0.0607 0.0288 -0.0291 -0.999
C -2.4818 0.1777 -2.1415 0.0485 -0.0268 -0.0235 0.895
O -1.5838 -0.3752 -1.4064 -0.3415 -0.1668 0.2735 -0.605
N -5.4474 1.8163 -4.7320 0.0559 -0.0195 0.1060 1.026
O -5.2983 2.9579 -5.1271 -0.0344 0.0020 -0.0275 -0.633
O -6.3921 1.1047 -5.0172 0.0103 0.0280 -0.0422 -0.633
H -1.4393 3.4666 -2.5351 -0.0525 0.0566 0.0211 0.314
H -3.3328 3.0855 -3.7671 -0.0214 0.0280 -0.0181 0.497
H -5.3662 -0.6653 -3.7668 -0.0104 0.0021 -0.0186 0.499
H -3.6448 -1.6313 -2.2809 0.0277 -0.0092 0.0175 0.417
N 1.7300 -4.7608 -0.1109 0.0361 -0.1448 0.1508 -0.094
C 1.2527 -3.3243 -0.0785 -0.0141 -0.1023 -0.0264 0.640
C 0.3175 -3.1403 1.1022 -0.0467 0.0643 0.0645 -1.555
P 2.8489 -2.3869 0.1576 0.0891 -0.1413 -0.2401 0.383
O 3.5772 -2.5777 -1.2594 -0.1049 -0.0646 -0.0678 -0.612
O 3.5610 -3.2243 1.1658 0.0413 0.0082 0.0168 -0.942
O 2.5117 -0.9520 0.3661 0.3215 0.0262 0.5804 -0.207
P 0.4735 -3.0481 -1.7365 0.0078 0.4638 0.0083 1.061
O -1.1035 -3.0396 -1.5086 0.0266 -0.0463 0.2175 -0.600
O 0.8926 -4.2364 -2.5125 0.0396 -0.1387 -0.2884 -0.920
O 0.8896 -1.6447 -2.1798 0.1013 -0.5067 0.3254 -0.919
H 2.6575 -4.7732 0.3539 -0.0736 0.0060 0.0060 0.382
H 1.7498 -5.0226 -1.1184 0.0367 0.0477 -0.0491 0.408
H 1.0866 -5.3776 0.3796 0.0053 -0.0331 -0.0381 0.325
H 0.8106 -3.4111 2.0391 0.0246 0.0395 0.0104 0.573
H -0.5934 -3.7307 0.9778 0.0165 -0.0142 0.0175 0.570
H 0.0178 -2.0933 1.1589 -0.0286 -0.0800 -0.0468 -0.221
H 3.1214 -2.0456 -1.9351 0.0846 0.0474 0.0166 0.327
H -1.4226 -2.1184 -1.3686 -0.0656 0.0504 -0.1653 0.542
S 1.9792 1.1635 -2.2387 0.4531 0.1990 -0.1376 -0.578
C 2.6520 1.3995 3.3476 0.1463 0.0772 0.0063 -0.783
N 2.4229 2.4453 2.2543 -0.0276 0.0220 0.0049 0.207
C 1.3259 3.4074 2.7023 0.0997 0.0163 -0.0066 -0.759
N 0.1412 2.7036 3.0475 0.0306 -0.0410 -0.0491 0.194
C 0.4368 1.7344 4.0990 -0.0441 0.0193 0.0863 -0.952
N 1.4384 0.7576 3.6981 -0.0795 -0.0273 -0.0110 0.235
C 0.9481 -0.1423 2.6438 -0.1809 -0.0715 0.2064 -1.425
P 0.5186 0.7642 1.0858 0.4575 -0.3644 -0.5211 3.077
C 2.0475 1.7908 0.9515 0.1843 0.1351 0.0361 -1.719
C -0.5201 2.0739 1.8862 -0.1726 0.0428 0.0189 -1.477
H 3.0641 1.9426 4.2012 -0.0047 -0.0267 -0.0156 0.297
H 3.3790 0.6906 2.9515 -0.0240 -0.0126 0.0165 0.452
H 3.2898 2.9652 2.1168 -0.0116 0.0076 -0.0009 0.333
H 1.1592 4.0940 1.8723 -0.0220 -0.0014 0.0381 0.386
H 1.7211 3.9431 3.5686 -0.0380 -0.0061 -0.0293 0.342
H -0.4808 1.2114 4.3647 0.0128 0.0087 0.0094 0.378
H 0.8023 2.2738 4.9769 -0.0168 -0.0046 -0.0159 0.339
H 0.0551 -0.6443 3.0241 0.0062 -0.0088 -0.0168 0.511
H 1.6972 -0.8958 2.4116 0.0070 0.0824 0.0085 0.482
H 1.8901 2.5750 0.2097 -0.0262 -0.0302 0.0176 0.563
H 2.8633 1.1432 0.6311 -0.0887 -0.0126 0.0167 0.497
H -1.4611 1.6411 2.2317 -0.0121 -0.0033 -0.0386 0.419
H -0.7652 2.8343 1.1436 0.0271 -0.0151 0.0387 0.476
```
Positions in Å, forces in eV/Å.

# 4
This record from OMol25 describes a structure of composition C15H25NO4 at a distorted geometry. The level of theory is ωB97M-V with the def2-TZVPD basis set.

For the LUMO energy, the calculation gives 0.7 eV.

```
45
Properties=species:S:1:pos:R:3:forces:R:3:mulliken_charge:R:1
C -1.4955 4.0114 2.9149 -3.0123 12.3463 -0.0314 -0.812
C -0.1314 4.5759 2.5605 2.1190 2.4681 4.1695 -0.453
O 0.4649 4.3284 1.2381 -3.9390 8.8558 5.0031 -0.401
C 0.7986 3.1833 0.9572 1.2384 -0.0077 -6.4206 0.741
C 0.8555 2.2259 1.7400 1.5832 -6.1008 11.8473 0.385
C 1.4138 0.9734 1.5038 -0.2290 -1.7340 2.2463 -0.648
C 1.6493 0.7612 0.2778 3.8549 1.1919 -12.1625 0.268
C 1.6247 1.8836 -0.8961 -2.4922 0.8917 8.4789 -0.970
C 1.1696 3.1127 -0.4057 1.6214 -6.9172 -0.1005 -0.849
H 0.9477 3.8243 -1.0490 -0.6280 3.8431 -2.5707 0.595
H 2.0260 1.6836 -1.7960 0.9326 -0.8356 -2.9813 0.626
O 2.3197 -0.2932 -0.5073 -3.7483 -1.1561 3.3850 -0.348
C 2.0345 -1.5417 0.2212 6.5237 -1.9270 2.9706 -0.433
C 2.5213 -2.8403 -0.5616 -3.9226 6.2541 -4.8664 -0.775
O 1.2537 -3.2182 -1.2815 4.7975 -6.7313 6.7621 -0.279
C 0.6538 -2.4165 -2.0003 -2.7822 4.6854 -9.5003 -0.062
C -0.5477 -3.2671 -2.8724 5.6819 2.3752 -3.2435 -0.843
N -1.4806 -3.7987 -1.9958 1.5340 -2.0652 -1.9472 -0.135
H -0.9004 -4.3306 -1.3896 -0.3475 -0.5643 1.4260 0.288
C -2.4736 -2.9805 -1.5575 -4.2803 2.2871 -2.2746 -0.868
C -2.2707 -1.8681 -0.5892 3.8170 -2.7805 0.6505 -1.005
O -1.6889 -0.7008 -0.8486 1.1625 -3.0274 -8.4935 -0.307
C -1.6282 0.2616 -0.0271 -8.2848 3.3502 -0.0253 -1.360
H -1.2801 1.1454 -0.3855 0.5555 2.8404 -2.4531 0.538
H -0.9172 0.1163 0.5514 5.6205 -1.6806 7.4782 0.572
H -2.7271 0.4451 0.2586 1.5234 0.3290 1.2226 0.299
H -1.7432 -2.3666 0.1897 1.7496 -0.7643 1.2364 0.436
H -3.0620 -1.8007 -0.0453 -6.1968 1.4123 2.7205 1.123
H -3.3641 -3.5923 -1.2273 0.9017 0.6574 0.1704 0.328
H -2.8986 -2.4423 -2.4986 0.5131 -0.9801 1.0611 0.261
H 0.2255 -4.0569 -3.4595 -2.5902 1.4316 1.5933 0.273
H -0.8571 -2.4913 -3.7527 -0.0331 -1.9568 2.3235 0.291
H 1.4963 -2.1232 -2.8406 -2.1125 0.4036 0.9238 0.143
H 0.1095 -1.5067 -1.6827 0.7971 -0.2790 0.7637 0.122
H 2.7688 -3.5954 0.0226 0.9329 -3.4073 2.7360 0.462
H 3.3665 -2.5843 -1.3406 -1.6938 -0.3703 1.3714 0.251
H 3.0299 -1.4868 0.9121 -2.0282 -0.3122 -0.4826 0.433
H 1.2637 -1.8269 1.0900 0.5818 1.4642 -2.7608 0.241
H 1.6899 0.1541 2.1751 -0.5707 0.7752 0.4826 0.474
H 0.9600 2.3207 3.0788 -1.1322 0.4910 -4.3188 -0.021
H -0.2652 5.6630 2.8018 0.7766 -0.5903 -1.5337 0.360
H 0.6755 4.3767 3.6696 -1.9267 -0.0291 -3.7766 0.223
H -1.8838 4.4331 3.9248 1.1815 -1.3335 -1.4873 0.309
H -2.3257 4.5173 2.1674 2.0630 -1.5560 1.4478 0.227
H -1.3779 3.1324 2.7553 -0.1123 -11.2470 -1.0398 0.301
```
Positions in Å, forces in eV/Å.

# 5
This record from OMol25 describes a cluster of 2 separate species, C15H25O11S3 in total at a distorted geometry. The level of theory is ωB97M-V with the def2-TZVPD basis set.

For the LUMO energy, the calculation gives 1.7 eV. Its net charge is -1.

```
54
Properties=species:S:1:pos:R:3:forces:R:3:mulliken_charge:R:1
C -2.8741 2.0145 0.0441 -0.3986 0.0458 -0.2489 -1.823
C -2.0248 2.6739 -1.0178 0.3353 0.1527 0.3963 2.226
C -1.1448 3.7897 -0.4745 -0.0791 0.4372 -0.2719 -1.090
O 0.2606 3.6279 -0.7456 -0.0957 -0.2420 0.3029 -0.395
C 0.9734 2.9403 0.1690 -0.7487 -0.7595 1.6604 0.758
O 0.4918 2.3190 1.1073 0.6076 0.9311 -1.7053 -0.562
C 2.4436 3.1373 -0.1025 -0.0195 -0.5143 -0.7263 -0.725
S 3.5525 1.7268 0.1209 0.4552 0.1168 0.2389 -0.184
C 2.8486 0.4075 -0.9372 -0.8017 -0.8272 0.5706 1.029
C 2.0295 -0.5718 -0.0393 -0.1583 0.1029 -0.3440 -1.483
C 0.6100 -0.9199 -0.4879 0.2140 0.1683 0.4485 -0.040
C 0.2072 -2.2371 0.1398 0.3349 -1.2310 -0.3088 -0.097
O 0.5039 -3.3152 -0.3336 -0.6895 1.2884 0.4594 -0.574
O -0.5172 -2.1056 1.2673 0.1564 -0.5343 -0.3961 -0.395
C 2.1876 0.9710 -2.2090 0.6118 1.4583 0.0467 -0.265
O 2.7304 0.3024 -3.3433 -0.3217 -0.3142 -0.2293 -0.434
S 3.5471 -0.9715 -2.8584 -0.1390 -0.7177 -0.1966 1.121
O 4.7073 -1.1399 -3.6513 -0.1090 0.1896 -0.0113 -0.622
O 2.6348 -2.0436 -2.6530 0.1986 0.1632 -0.0819 -0.474
O 3.9626 -0.3447 -1.4726 0.5068 0.4861 0.3433 -0.470
O -2.8237 3.3069 -2.0399 -0.2065 -0.2177 -0.1183 -0.315
C -3.8191 2.5668 -2.5921 -1.6926 0.3786 0.5289 0.496
O -4.9763 2.7054 -2.2407 1.5521 -0.1301 -0.4590 -0.546
C -3.4995 1.6124 -3.7239 0.7265 0.2383 0.1673 -0.514
S -1.8476 1.6605 -4.4637 -0.0578 0.2070 -0.2077 -0.124
H -2.3271 1.9062 0.9697 0.2403 -0.1837 0.1390 0.506
H -3.2330 1.0477 -0.2907 0.0087 -0.2726 0.0435 0.394
H -3.7590 2.6141 0.2269 -0.1151 0.2390 0.1311 0.478
H -1.3653 1.9526 -1.4788 0.2332 -0.3777 -0.2547 -0.967
H -1.3016 3.9640 0.5804 0.0893 -0.1797 0.3088 0.454
H -1.4189 4.6892 -1.0076 0.0525 0.2396 -0.1121 0.413
H 2.5392 3.5237 -1.1065 0.0504 0.2306 -0.2220 0.473
H 2.8160 3.9144 0.5520 0.1135 0.0476 0.3568 0.384
H 2.5851 -1.4973 0.0388 0.3318 -0.1209 -0.1002 0.620
H 1.9745 -0.1557 0.9557 0.0369 0.1035 0.2602 0.638
H -0.0599 -0.1778 -0.0805 -0.3685 0.4964 -0.2553 0.089
H 0.5120 -0.9928 -1.5596 0.0068 -0.1902 -0.3217 0.605
H -0.1661 -1.3842 1.8066 -0.1606 -0.0110 0.5006 0.330
H 2.5417 1.9865 -2.3269 0.0607 0.2422 -0.1186 0.493
H 1.1102 1.0623 -2.2069 -0.3198 -0.7238 -0.0162 -0.142
H -4.1653 1.8810 -4.5307 -0.3435 -0.1806 -0.1524 0.374
H -3.7112 0.6094 -3.3792 -0.2641 -0.2204 -0.0660 0.306
H -1.1995 1.0479 -3.4802 0.1380 -0.2053 0.1944 -0.017
C -0.4061 -4.4951 5.6878 -0.3387 -0.1886 -0.0250 -1.490
C -0.3076 -3.7449 4.3386 0.7676 0.0131 0.1330 0.752
C 0.2309 -4.7296 3.2761 -0.2890 -0.2396 -0.1439 -0.815
O 0.4898 -2.6467 4.4382 -0.4866 0.0834 -0.2676 -0.942
H 0.5891 -4.8141 6.0077 0.0719 0.0721 -0.0167 0.336
H -0.8224 -3.8357 6.4532 0.0639 0.0648 0.0006 0.351
H -1.0504 -5.3887 5.6255 0.0565 0.0735 -0.0153 0.347
H -1.3728 -3.5399 4.0331 0.0803 0.1282 0.0234 0.037
H 1.2385 -5.0720 3.5284 0.0454 0.1168 0.1513 0.314
H 0.2790 -4.2139 2.3197 0.0497 -0.0360 -0.0578 -0.135
H -0.4036 -5.6236 3.1469 0.0071 0.1028 0.0451 0.316
```
Positions in Å, forces in eV/Å.

Values of electronic energy, in order: -69816.31827, -27121.96661, -85171.49430, -25624.22540, -70987.14191, all in eV.
Values of M, in order: 289.1, 297.4, 661.4, 283.4, 477.6, all in g/mol.